18
Properties=species:S:1:pos:R:3:lowdin_spin:R:1 method="wB97M-V/def2-TZVPD" lumo_ev="-3.71 / -7.02" total_charge=+1 e_tot_ev=-11380.5981 multiplicity=3 s2=2.01 de_lowest_ev=3.698 homo_ev="-10.643 / -14.270"
C -1.25820 0.45600 0.24182 0.61
C -2.16887 0.34550 -0.95328 0.10
C 1.14420 0.66619 1.49396 0.04
C -0.28370 -0.97080 -1.41338 0.03
C 0.01658 -0.33513 1.50770 0.09
C 0.12678 -0.19805 -0.12769 0.17
N -1.26204 0.42264 1.53352 0.82
N 1.30254 0.62040 0.00424 0.03
O -1.71585 -0.86939 -1.55198 0.03
H -3.19149 0.10929 -0.53899 0.01
H -2.37153 1.16571 -1.65628 0.02
H 1.01701 1.77018 1.74778 0.00
H 2.14446 0.29197 1.94086 0.01
H 0.22853 -0.33900 -2.10865 0.00
H 0.06767 -2.03074 -1.52624 0.00
H 0.09735 -1.24493 2.11375 0.01
H 1.43578 1.42814 -0.65012 0.00
H 2.12033 -0.04706 -0.17645 0.01